[1]
One molecule with the formula C26H33N3O4, computed with ωB97M-V/def2-TZVPD.

Each line ends with the natural charge from an NBO analysis.
Geometry (Å):
C  -6.99737  -2.90328  1.03162  -0.64
C  -6.66033  -2.10583  -0.23438  -0.20
N  -5.88661  -0.90042  -0.02609  -0.47
C  -6.53428  0.12232  0.76910  -0.21
C  -6.04811  1.51742  0.38283  -0.61
C  -4.48851  -1.11723  0.28315  -0.23
C  -3.62238  -0.70251  -0.92011  -0.22
N  -2.21213  -0.81224  -0.65498  -0.42
C  -1.40182  -1.69760  -1.27973  0.58
O  -1.75222  -2.52272  -2.09378  -0.58
C  0.01861  -1.43701  -0.77720  0.45
O  1.00088  -2.06025  -1.11607  -0.51
C  -0.09468  -0.34147  0.17114  -0.22
C  0.85820  0.17405  0.98746  0.44
O  0.46357  1.04265  1.94843  -0.65
C  2.28167  -0.15259  0.92002  -0.18
C  3.00454  -0.36157  2.09883  -0.17
C  4.34555  -0.66007  2.05517  -0.27
C  5.01943  -0.74093  0.83107  0.33
O  6.32977  -1.05575  0.91365  -0.49
C  7.11736  -1.14022  -0.25871  -0.06
C  7.55121  0.23552  -0.78579  -0.25
C  8.28234  0.07392  -2.11483  -0.61
C  8.43377  0.93364  0.24539  -0.61
C  4.30565  -0.50543  -0.34383  -0.27
C  2.95628  -0.22191  -0.29561  -0.11
C  -1.54149  0.08804  0.25433  -0.08
C  -1.69932  1.52985  -0.16879  0.02
C  -1.41533  1.91160  -1.47536  -0.26
C  -1.56812  3.24372  -1.82288  0.04
N  -1.96746  4.17651  -0.97501  -0.42
C  -2.23407  3.81247  0.26626  0.04
C  -2.11968  2.50773  0.72176  -0.26
H  -7.53718  -3.80762  0.76403  0.21
H  -6.09136  -3.18861  1.56177  0.20
H  -7.61935  -2.31553  1.70265  0.20
H  -7.59007  -1.81768  -0.73411  0.19
H  -6.09578  -2.73822  -0.92373  0.20
H  -7.60721  0.06130  0.57412  0.20
H  -6.37826  -0.02787  1.85215  0.16
H  -4.99555  1.65141  0.62034  0.20
H  -6.61816  2.27024  0.92185  0.21
H  -6.18319  1.67291  -0.68399  0.21
H  -4.28494  -2.16918  0.50916  0.20
H  -4.19939  -0.52695  1.15949  0.18
H  -3.83829  -1.35927  -1.76547  0.24
H  -3.86734  0.32622  -1.20101  0.21
H  1.23158  1.35009  2.44972  0.50
H  2.50201  -0.33628  3.05703  0.21
H  4.90338  -0.84753  2.95894  0.23
H  6.59339  -1.70870  -1.03560  0.18
H  8.00086  -1.70826  0.04656  0.20
H  6.65490  0.84550  -0.94294  0.20
H  8.59555  1.04434  -2.49133  0.22
H  7.63986  -0.39152  -2.85900  0.21
H  9.16640  -0.54699  -1.98784  0.20
H  7.92335  0.98551  1.20413  0.22
H  8.67058  1.94448  -0.07747  0.21
H  9.36431  0.38632  0.37953  0.20
H  4.78822  -0.54801  -1.30646  0.22
H  2.42301  -0.03222  -1.21211  0.23
H  -1.92451  -0.03017  1.27784  0.21
H  -1.08796  1.18211  -2.20099  0.22
H  -1.36062  3.58444  -2.82864  0.19
H  -2.55948  4.60588  0.92635  0.19
H  -2.34361  2.25947  1.74799  0.22

Calculated values
LUMO energy   -0.30 eV
Net charge   0
HOMO   -8.293 eV
Structure (SMILES)   CCN(CC)CCN1C(=O)C(=O)/C(=C(/O)c2ccc(OCC(C)C)cc2)[C@H]1c1ccncc1
2S+1   1
Energy relative to the best compared isomer or geometry (same formula, charge and spin)   203.9 kJ/mol

=====

[2]
One molecule with the formula C26H33N3O6 at a distorted geometry, computed with ωB97M-V/def2-TZVPD.

Each line ends with the natural charge from an NBO analysis.
Geometry (Å):
C  5.06284  1.75702  0.90788  -0.39
C  4.21033  1.49252  -0.06416  -0.19
C  3.04011  0.56079  0.06744  -0.28
N  1.88120  1.03880  -0.67978  -0.45
C  1.34034  2.25613  -0.47510  0.69
O  0.61911  2.84058  -1.26015  -0.62
C  1.57861  2.89526  0.91026  -0.32
N  0.37229  2.72025  1.69147  -0.58
C  0.06638  1.54254  2.27157  0.64
O  0.81218  0.57241  2.27628  -0.66
C  -1.23249  1.52027  2.95859  0.15
C  -1.80017  0.53283  3.72427  -0.25
C  -3.05693  1.02579  4.13425  -0.31
C  -3.16460  2.27113  3.59134  0.11
O  -2.07230  2.58093  2.88172  -0.40
C  1.50822  0.18948  -1.80597  -0.15
C  1.23714  -1.26475  -1.34163  0.69
O  1.41185  -2.19128  -2.10895  -0.64
N  0.82175  -1.39400  -0.07839  -0.63
C  0.52537  -2.66223  0.55028  -0.05
C  -0.92699  -2.68222  1.02786  -0.40
C  -1.24486  -3.99204  1.74167  -0.40
C  -0.30273  -4.19682  2.92363  -0.39
C  1.14696  -4.18811  2.45003  -0.40
C  1.46984  -2.87996  1.73491  -0.41
C  0.30988  0.61838  -2.61224  0.00
C  0.45854  0.83799  -3.96886  -0.18
C  -0.60695  1.16841  -4.78998  -0.33
C  -1.87058  1.28583  -4.23561  0.32
O  -3.00595  1.60582  -4.91956  -0.50
C  -2.90179  1.85441  -6.30020  -0.25
C  -2.04424  1.06403  -2.86934  -0.31
C  -0.97731  0.72711  -2.05730  0.32
O  -1.09829  0.49955  -0.71657  -0.52
C  -2.38342  0.56057  -0.15078  -0.25
H  5.90666  2.40933  0.76531  0.20
H  4.95789  1.31763  1.88677  0.19
H  4.32985  1.94030  -1.04195  0.20
H  3.32271  -0.40489  -0.36203  0.24
H  2.78545  0.38548  1.11659  0.24
H  2.41004  2.45835  1.45680  0.23
H  1.74606  3.96370  0.77049  0.23
H  -0.36316  3.39967  1.57314  0.42
H  -1.36000  -0.41367  3.96087  0.25
H  -3.77795  0.52536  4.74665  0.23
H  -3.94341  3.00665  3.63860  0.21
H  2.36155  0.13100  -2.49703  0.22
H  0.68544  -0.57509  0.49883  0.44
H  0.68366  -3.43593  -0.20842  0.23
H  -1.07471  -1.84404  1.71315  0.19
H  -1.59161  -2.54516  0.17318  0.21
H  -2.28157  -3.98331  2.08579  0.20
H  -1.13179  -4.82201  1.04095  0.20
H  -0.45016  -3.39398  3.64966  0.19
H  -0.52772  -5.14304  3.42016  0.21
H  1.81851  -4.31858  3.30108  0.21
H  1.30776  -5.02362  1.76500  0.20
H  2.50169  -2.89410  1.37829  0.21
H  1.35994  -2.03842  2.42256  0.21
H  1.44079  0.74964  -4.40869  0.21
H  -0.43132  1.33115  -5.84055  0.22
H  -2.54108  0.97351  -6.84099  0.18
H  -3.91044  2.09343  -6.63429  0.20
H  -2.24157  2.70284  -6.50646  0.18
H  -3.04349  1.17470  -2.48310  0.22
H  -2.79797  1.57269  -0.20472  0.18
H  -2.26320  0.27210  0.89253  0.20
H  -3.07017  -0.13913  -0.63705  0.18

Calculated values
LUMO energy   0.47 eV
Net charge   0
HOMO   -7.788 eV
Structure (SMILES)   C=CCN(C(=O)CNC(=O)c1ccco1)[C@@H](C(=O)NC1CCCCC1)c1ccc(OC)cc1OC
2S+1   1
Energy relative to the best compared isomer or geometry (same formula, charge and spin)   105.9 kJ/mol

=====

[3]
C26H33O5Ru as an isolated structure at a distorted geometry, computed with ωB97M-V/def2-TZVPD.

Each line ends with the natural charge from an NBO analysis.
Geometry (Å):
O  -0.36356  -2.00687  -1.72135  -0.57
C  -0.86043  -1.86872  -3.07300  -0.05
C  -1.44674  -3.26841  -3.03816  -0.46
H  -0.02783  -1.76051  -3.77663  0.19
H  -1.59750  -1.06068  -3.14917  0.17
C  -0.89947  -3.34319  -1.60370  0.27
H  -0.91795  -3.95226  -3.68828  0.26
H  -2.53568  -3.31421  -3.13801  0.20
C  0.22933  -4.32811  -1.40324  -0.63
H  0.98642  -4.21487  -2.18656  0.22
H  -0.16796  -5.35086  -1.43485  0.21
H  0.69247  -4.16269  -0.42316  0.21
C  -1.98072  -3.48866  -0.57288  -0.62
H  -2.83965  -2.86446  -0.83313  0.21
H  -1.61035  -3.21739  0.42174  0.20
H  -2.30239  -4.53970  -0.55108  0.22
Ru  -0.16859  0.10894  0.45551  1.15
C  -1.61066  1.15093  1.48363  -0.35
C  -1.39928  1.95481  0.30781  -0.25
C  -1.78259  1.19116  -0.83794  -0.24
H  -1.03399  2.97538  0.31165  0.29
C  -2.28792  -0.06607  -0.38765  -0.27
C  -2.14990  -0.12328  1.04595  -0.35
H  -2.48221  -0.93351  1.68975  0.25
H  -1.47413  1.48065  2.50715  0.25
H  -1.68623  1.51036  -1.87137  0.25
H  -2.75094  -0.82826  -1.00267  0.24
C  1.43067  0.41855  1.88737  -0.27
C  0.46718  -0.59284  2.26910  -0.32
C  0.58116  -1.68581  1.33223  -0.36
H  -0.16615  -0.57233  3.14814  0.25
C  1.64441  -1.35952  0.40996  -0.27
C  2.16387  -0.08501  0.76315  -0.22
H  2.96981  0.43103  0.25362  0.27
H  1.60583  1.35104  2.41334  0.25
H  0.03945  -2.62270  1.39190  0.24
H  1.98467  -1.98552  -0.40993  0.25
O  -0.98632  -4.45085  -5.37738  -0.56
C  -1.58266  -5.77232  -5.25214  -0.07
C  -1.63661  -6.45621  -6.63019  -0.43
H  -2.59319  -5.66949  -4.82232  0.18
H  -0.97645  -6.35234  -4.53656  0.18
C  -1.27439  -5.34060  -7.63106  -0.43
H  -2.62165  -6.89096  -6.81822  0.22
H  -0.88557  -7.25460  -6.65674  0.21
C  -0.63204  -4.24022  -6.76863  -0.07
H  -2.18560  -4.94814  -8.09478  0.21
H  -0.60250  -5.68913  -8.41487  0.22
H  -0.96934  -3.23642  -7.05872  0.19
H  0.46591  -4.27821  -6.86250  0.17
O  0.66211  3.76818  1.41771  -0.71
C  1.86242  4.36204  1.16044  0.37
C  2.48730  5.20154  2.10233  -0.32
C  3.65567  5.85961  1.73730  -0.21
C  4.21666  5.65404  0.46546  -0.25
C  3.60088  4.78714  -0.44397  -0.16
C  2.42018  4.13553  -0.09626  -0.20
C  1.62245  3.27631  -1.07779  0.77
O  1.20634  3.94106  -2.04041  -0.68
O  1.49018  2.05499  -0.80823  -0.79
H  0.36053  3.99222  2.31728  0.48
H  2.02532  5.33130  3.08077  0.20
H  4.13099  6.53950  2.44776  0.21
H  5.13321  6.17482  0.18030  0.21
H  4.01183  4.61198  -1.43695  0.22

Calculated values
LUMO energy (alpha / beta)   0.44 / -2.17 eV
Net charge   0
HOMO (alpha / beta)   -5.775 / -7.460 eV
⟨S²⟩   8.7741
2S+1   6

=====

[4]
C26H34AuClN3O7P as an isolated structure, computed with ωB97M-V/def2-TZVPD.

Each line ends with the Löwdin charge.
Geometry (Å):
Au  0.32850  -0.07137  -0.42309  1.10
O  0.43800  4.29396  3.66715  0.16
C  0.43253  3.14985  4.32871  -0.49
O  0.52219  3.10041  5.52097  0.11
C  0.30093  1.87049  3.53675  -0.02
C  0.18237  0.61891  4.13388  -0.55
Cl  0.05817  0.24077  5.77004  0.91
N  0.10851  -0.31974  3.15219  -0.05
N  0.13285  0.27274  1.95525  0.04
C  0.27509  1.57550  2.15568  -0.13
C  0.43851  2.47108  0.96845  -0.49
O  0.44775  3.67519  1.06079  0.14
O  0.57369  1.94300  -0.24209  -0.13
C  0.05925  -1.75629  3.20966  -0.19
C  -0.53022  -2.44480  2.15429  -0.05
C  -0.55352  -3.82979  2.16105  -0.06
C  0.00591  -4.53300  3.21867  -0.05
C  0.59623  -3.83802  4.26138  -0.04
C  0.63250  -2.44976  4.26436  -0.03
H  0.39046  4.18380  2.69560  0.07
H  -1.01428  -1.90851  1.35138  0.05
H  -1.02545  -4.35872  1.34345  0.11
H  -0.01883  -5.61388  3.22945  0.12
H  1.04487  -4.37246  5.08765  0.12
H  1.12545  -1.93712  5.07529  0.08
C  3.69710  -0.84147  -4.38375  0.04
N  3.21024  0.50578  -3.94163  -0.17
C  4.24639  1.58752  -4.04947  0.04
C  2.45547  0.49532  -2.63332  -0.09
C  3.14878  -0.03087  -1.38867  -0.21
C  4.51872  -0.23838  -1.27228  -0.04
C  5.09729  -0.60396  -0.06267  -0.03
C  4.31654  -0.75518  1.06618  -0.03
C  2.94550  -0.54464  0.98239  -0.07
C  2.36840  -0.23971  -0.23857  -0.17
H  4.11926  -0.73972  -5.37988  0.12
H  2.84932  -1.52203  -4.40601  0.12
H  4.44641  -1.20972  -3.69493  0.10
H  2.49673  0.76599  -4.62371  0.18
H  5.03146  1.42938  -3.32175  0.09
H  3.76164  2.54326  -3.86680  0.12
H  4.65727  1.56366  -5.05531  0.12
H  1.55859  -0.08777  -2.84527  0.12
H  2.14600  1.53043  -2.46945  0.14
H  5.18116  -0.11485  -2.11548  0.09
H  6.16795  -0.74780  -0.00926  0.13
H  4.76443  -1.02092  2.01395  0.13
H  2.34088  -0.65640  1.86873  0.09
C  -4.86957  -0.48274  1.37121  -0.05
C  -3.39845  -0.55764  1.05841  -0.25
O  -3.09713  0.44859  0.04437  -0.24
P  -1.97260  0.29226  -1.05038  0.59
O  -2.11786  1.62186  -1.86151  -0.24
C  -2.34093  2.95060  -1.26150  -0.23
C  -3.70587  3.44473  -1.65576  -0.05
O  -2.34279  -0.86034  -2.04906  -0.27
C  -3.65791  -0.92166  -2.71869  -0.22
C  -4.29948  -2.24818  -2.41297  -0.05
H  -5.10854  -1.19534  2.16076  0.10
H  -5.47021  -0.72583  0.49509  0.08
H  -5.13846  0.51425  1.71720  0.09
H  -3.12251  -1.54207  0.67272  0.10
H  -2.78596  -0.32779  1.93048  0.11
H  -1.53704  3.57132  -1.64748  0.12
H  -2.23713  2.86875  -0.17998  0.11
H  -3.79072  3.53602  -2.73775  0.09
H  -3.87079  4.42900  -1.21607  0.10
H  -4.48324  2.77495  -1.28868  0.08
H  -3.45083  -0.79248  -3.77764  0.13
H  -4.26162  -0.08219  -2.37470  0.11
H  -3.66911  -3.07318  -2.74184  0.09
H  -5.25123  -2.31700  -2.94027  0.10
H  -4.49702  -2.35610  -1.34591  0.07

Calculated values
LUMO energy (alpha / beta)   -8.89 / -8.89 eV
Net charge   +2
HOMO (alpha / beta)   -14.196 / -14.196 eV
2S+1   1
Energy relative to the best compared isomer or geometry (same formula, charge and spin)   204.9 kJ/mol

=====

no.,energy (eV)
1,-40157.720
2,-44252.888
3,-40307.386
4,-71804.581